Entry 1:
Computed, not measured: a structure of composition C40H49ClN9W, with wB97M-V/def2-TZVPD.

Output
Net charge   +1
Frontier orbital gap (spin up / spin down)   6.9276 / 5.3449 eV
Lowest unoccupied orbital energy (spin up / spin down)   -2.119 / -3.362 eV
Multiplicity   3

Cartesian coordinates (Å):
W (1.19519, -0.41373, -0.77224)
C (3.54526, 0.52336, 2.44157)
C (2.12495, 0.02951, 2.68209)
N (1.19445, 0.39932, 1.58795)
C (0.70142, 1.78781, 1.73398)
C (1.24757, 2.17904, -0.85698)
N (2.50642, 1.43015, -0.88290)
C (3.67444, 2.01408, -0.18025)
C (4.69229, 0.98876, 0.29844)
N (4.04337, 0.02503, 1.16759)
H (4.17467, 0.21050, 3.27560)
H (3.55409, 1.61855, 2.44824)
H (1.75484, 0.41919, 3.63474)
H (2.14789, -1.05751, 2.75432)
H (0.40377, -0.22468, 1.66286)
H (1.33724, 2.28067, 2.46718)
H (-0.29784, 1.78813, 2.17674)
H (1.26766, 3.02008, -1.54721)
H (0.48822, 1.48897, -1.28033)
H (2.74933, 1.33939, -1.86364)
H (3.31097, 2.54464, 0.68750)
H (4.15373, 2.74952, -0.82611)
H (5.50595, 1.53798, 0.78595)
H (5.12029, 0.44989, -0.54767)
H (4.62577, -0.78802, 1.29612)
C (-5.75736, -0.17168, -1.28460)
C (-5.56371, 0.78397, -0.13260)
C (-6.64572, 1.40150, 0.48567)
C (-6.47873, 2.26849, 1.55797)
C (-5.20333, 2.51420, 2.04033)
C (-4.10514, 1.90354, 1.44870)
C (-4.28048, 1.05572, 0.35649)
N (-3.19565, 0.38065, -0.27402)
C (-1.86351, 0.67701, -0.21149)
N (-1.69034, 2.02964, -0.23003)
C (-0.74589, 3.04674, 0.02630)
C (0.66403, 2.73172, 0.47317)
C (1.37188, 4.01437, 0.86322)
C (0.89920, 5.24567, 0.61252)
C (-0.36603, 5.42441, -0.00581)
C (-1.19090, 4.32288, -0.26172)
C (-2.56928, 4.56983, -0.84068)
N (-0.95973, -0.29061, -0.16825)
C (-1.60941, -1.57276, 0.13153)
C (-1.75913, -2.52112, -0.87046)
C (-2.34712, -3.74846, -0.60442)
C (-2.80317, -4.02818, 0.67628)
C (-2.67223, -3.06782, 1.66738)
C (-2.08456, -1.83178, 1.41916)
C (-2.00180, -0.84249, 2.56107)
H (-6.80148, -0.19341, -1.59170)
H (-5.47919, -1.19663, -1.00840)
H (-5.15543, 0.11323, -2.15247)
H (-7.64262, 1.20052, 0.10785)
H (-7.34066, 2.73622, 2.02034)
H (-5.05505, 3.16915, 2.89033)
H (-3.11610, 2.07896, 1.85901)
H (-3.40128, -0.54248, -0.61844)
H (-2.57644, 2.45070, -0.45401)
H (2.31507, 3.91754, 1.38496)
H (1.48193, 6.11246, 0.90380)
H (-0.71983, 6.41947, -0.24116)
H (-2.68054, 5.62217, -1.09642)
H (-3.36492, 4.32711, -0.12952)
H (-2.74128, 3.99713, -1.75813)
H (-1.38034, -2.30833, -1.86247)
H (-2.43263, -4.48526, -1.39540)
H (-3.25775, -4.98658, 0.90203)
H (-3.04192, -3.27478, 2.66736)
H (-1.32554, -1.20907, 3.34058)
H (-2.98144, -0.70619, 3.02300)
H (-1.65735, 0.14351, 2.25106)
N (1.06173, -7.84854, 0.92011)
C (1.07363, -6.72466, 0.66793)
C (1.08407, -5.31098, 0.35429)
C (0.95806, -4.36476, 1.36813)
C (0.96321, -3.01150, 1.04860)
C (1.11389, -2.52807, -0.25951)
C (1.22307, -3.52530, -1.24487)
C (1.20364, -4.87962, -0.96608)
H (0.84441, -4.69359, 2.39547)
H (0.81122, -2.31793, 1.87229)
H (1.33014, -3.22506, -2.28270)
H (1.28613, -5.61361, -1.76059)
Cl (0.69745, 1.01311, -3.80448)
C (0.55504, -0.61305, -2.87825)
H (1.10255, -1.31667, -3.50560)
H (-0.50072, -0.83124, -3.02247)
C (3.78348, -0.34043, -3.87685)
C (3.97303, -1.19945, -2.67580)
N (3.28354, -1.26074, -1.54280)
C (3.95003, -2.20080, -0.74809)
C (5.01843, -2.69579, -1.40117)
N (5.01570, -2.05679, -2.62495)
H (2.97311, 0.36554, -3.75275)
H (3.54985, -0.95133, -4.75175)
H (4.70321, 0.21028, -4.09074)
H (3.59968, -2.47144, 0.23076)
H (5.75320, -3.43642, -1.12443)
H (5.68021, -2.19267, -3.36510)

Here are the Mulliken charges for atoms 1 to 2, given in e: 2.540 -1.076

=====

Entry 2:
Computed, not measured: a structure of composition C40H49N2P2SeSi2Ta, with wB97M-V/def2-TZVPD.

Output
Net charge   +2
Frontier orbital gap   6.9826 eV
Lowest unoccupied orbital energy   -6.197 eV

Cartesian coordinates (Å):
Ta (-0.48854, -0.29349, -1.13729)
C (0.58202, -1.86751, -3.39985)
Si (2.17663, -1.77394, -2.38373)
C (3.47409, -0.75294, -3.21133)
C (2.77818, -3.45278, -1.88559)
N (1.47058, -0.94539, -0.99049)
P (1.59988, -0.40474, 0.54881)
C (-0.13730, -0.14895, 0.81343)
P (-1.62066, -1.07833, 1.09879)
N (-2.12123, -1.22196, -0.51682)
Si (-3.58778, -2.01683, -1.23487)
C (-3.03904, -3.74260, -1.63541)
C (-3.95508, -1.00248, -2.74117)
C (-4.98569, -2.02771, -0.01367)
C (-2.76346, -0.10013, 2.04870)
C (-3.46933, 0.91680, 1.40536)
C (-4.28498, 1.75709, 2.14302)
C (-4.38701, 1.58957, 3.51891)
C (-3.67153, 0.58840, 4.16131)
C (-2.85416, -0.25995, 3.43036)
C (-1.48242, -2.74081, 1.73282)
C (-2.54962, -3.32486, 2.41620)
C (-2.51068, -4.67985, 2.71294)
C (-1.42394, -5.44717, 2.32006)
C (-0.37160, -4.87217, 1.61565)
C (-0.40324, -3.52323, 1.31389)
C (2.38447, -1.48463, 1.72318)
C (3.68297, -1.91103, 1.42787)
C (4.35906, -2.71145, 2.33100)
C (3.74956, -3.06697, 3.52964)
C (2.47038, -2.62344, 3.83192)
C (1.78011, -1.83057, 2.92716)
C (2.46225, 1.15396, 0.57852)
C (2.66172, 1.85786, -0.60975)
C (3.25932, 3.10817, -0.57496)
C (3.65371, 3.64957, 0.64023)
C (3.45692, 2.94837, 1.82441)
C (2.86400, 1.69758, 1.79865)
H (0.73806, -2.21896, -4.42272)
H (0.13434, -0.86675, -3.55076)
H (-0.14898, -2.55774, -2.95561)
H (3.97239, -1.34019, -3.98624)
H (4.23881, -0.43067, -2.50060)
H (3.05689, 0.13924, -3.68351)
H (2.73071, -4.15161, -2.72330)
H (2.17909, -3.86494, -1.07010)
H (3.81822, -3.40892, -1.55587)
H (-2.22296, -3.77288, -2.36071)
H (-3.87369, -4.30248, -2.06607)
H (-2.71875, -4.26870, -0.73221)
H (-3.10272, -0.96457, -3.42782)
H (-4.22714, 0.02269, -2.47967)
H (-4.79077, -1.43419, -3.29640)
H (-5.00545, -2.96200, 0.55043)
H (-5.93044, -1.95912, -0.55872)
H (-4.96157, -1.19545, 0.69034)
H (-3.39598, 1.04093, 0.33064)
H (-4.84346, 2.53958, 1.64730)
H (-5.02758, 2.24413, 4.09475)
H (-3.75088, 0.46832, 5.23314)
H (-2.28891, -1.03019, 3.93996)
H (-3.40690, -2.73269, 2.70736)
H (-3.33245, -5.13551, 3.24860)
H (-1.40016, -6.50272, 2.55655)
H (0.46642, -5.48181, 1.30470)
H (0.40552, -3.07860, 0.74726)
H (4.16231, -1.60651, 0.50330)
H (5.36263, -3.04810, 2.10896)
H (4.28345, -3.68638, 4.23803)
H (2.01062, -2.89231, 4.77344)
H (0.78518, -1.47170, 3.15792)
H (2.34806, 1.43534, -1.55574)
H (3.41436, 3.66024, -1.49265)
H (4.12229, 4.62473, 0.66422)
H (3.77212, 3.37630, 2.76646)
H (2.71904, 1.14623, 2.72048)
C (1.94752, 7.04538, -1.14360)
C (1.21291, 5.76277, -1.41798)
C (1.15840, 5.22567, -2.69959)
C (0.49683, 4.03587, -2.97575)
C (0.47901, 3.51688, -4.38893)
C (-0.12459, 3.38332, -1.90318)
Se (-0.97696, 1.70780, -2.39863)
C (-0.11956, 3.89082, -0.60641)
C (-0.80732, 3.25149, 0.56309)
C (0.56605, 5.08427, -0.39602)
H (2.19403, 7.56632, -2.06670)
H (2.87969, 6.84974, -0.60985)
H (1.34958, 7.71167, -0.52224)
H (1.63955, 5.75217, -3.51565)
H (1.01846, 4.19493, -5.04563)
H (-0.54258, 3.42411, -4.76269)
H (0.94456, 2.53145, -4.45833)
H (-1.58709, 2.56435, 0.24964)
H (-1.25927, 4.01360, 1.19734)
H (-0.09384, 2.69116, 1.17309)
H (0.57436, 5.50279, 0.60505)

Here are the Mulliken charges for atoms 1 to 2, given in e: -0.252 -1.154

=====

E per entry: -70026.0785 -146478.3562 eV
Energy above the lowest of the compared OMol25 structures with the same formula, charge and spin per entry: 0.4988 0.1466 eV